Record 1
The following is a DFT calculation (ωB97M-V with the def2-TZVPD basis set) of a molecular structure, C40H47FN7O2PRb.

Last column: Mulliken charge in e.
Positions of all 99 atoms, in Å:
Rb1 -0.686 0.091 0.022  0.825
O1 6.717 4.152 0.001  -0.740
C1 5.822 4.472 -0.814  0.484
O2 5.840 5.223 -1.816  -0.739
C2 4.517 3.660 -0.661  -0.509
C3 4.388 2.696 0.318  -0.666
C4 3.220 1.947 0.393  0.707
N1 2.181 2.150 -0.416  0.049
C5 2.285 3.109 -1.332  0.951
C6 3.441 3.864 -1.506  -1.072
C7 1.080 3.363 -2.193  0.231
C8 0.902 4.598 -2.815  -0.761
C9 -0.180 4.787 -3.653  -0.576
C10 -1.074 3.746 -3.848  -1.075
C11 -0.843 2.565 -3.165  -0.041
N2 0.201 2.371 -2.353  0.314
C12 3.090 0.832 1.392  0.224
C13 4.208 0.302 2.035  -0.610
C14 4.042 -0.727 2.949  -0.683
C15 2.772 -1.219 3.196  -0.581
C16 1.724 -0.654 2.489  -0.124
N3 1.871 0.343 1.616  -0.069
H1 5.220 2.569 1.001  0.516
H2 3.554 4.600 -2.291  0.564
H3 1.605 5.400 -2.632  0.418
H4 -0.328 5.739 -4.146  0.396
H5 -1.931 3.849 -4.501  0.450
H6 -1.536 1.729 -3.253  0.425
H7 5.196 0.681 1.812  0.330
H8 4.903 -1.145 3.457  0.405
H9 2.598 -2.027 3.898  0.437
H10 0.708 -1.024 2.625  0.402
C17 -6.071 2.841 -1.576  -1.817
C18 -5.229 1.687 -2.142  2.638
C19 -5.961 0.350 -1.958  -1.565
C20 -4.911 1.930 -3.625  -1.344
C21 -3.948 1.630 -1.397  -0.858
N4 -2.962 1.551 -0.806  -0.181
H11 -7.025 2.887 -2.108  0.412
H12 -5.556 3.796 -1.697  0.403
H13 -6.269 2.688 -0.513  0.416
H14 -6.889 0.367 -2.536  0.478
H15 -6.201 0.178 -0.907  0.334
H16 -5.346 -0.484 -2.305  0.240
H17 -5.845 2.021 -4.186  0.488
H18 -4.333 1.097 -4.040  0.131
H19 -4.332 2.849 -3.754  0.243
C22 4.115 -4.130 0.061  -1.275
N5 2.825 -3.635 -0.408  0.285
C23 2.926 -2.486 -1.286  -0.614
C24 1.670 -3.773 0.342  0.183
N6 0.741 -2.884 0.324  0.117
N7 1.625 -4.937 1.124  0.198
C25 0.592 -4.972 2.143  -1.155
C26 1.770 -6.201 0.412  -1.192
H20 4.766 -3.287 0.319  0.353
H21 4.617 -4.714 -0.716  0.286
H22 3.993 -4.746 0.943  0.431
H23 3.594 -2.718 -2.118  0.411
H24 3.310 -1.603 -0.755  0.267
H25 1.950 -2.243 -1.676  -0.146
H26 -0.068 -3.158 0.871  -0.085
H27 -0.407 -5.174 1.732  0.406
H28 0.560 -4.022 2.677  0.304
H29 0.830 -5.761 2.858  0.310
H30 2.412 -6.074 -0.456  0.384
H31 0.797 -6.573 0.066  0.356
H32 2.211 -6.959 1.064  0.314
C27 -2.231 -1.226 -4.575  -1.494
P1 -1.045 -1.299 -3.159  0.941
C28 -1.258 -3.064 -2.689  -0.949
C29 0.543 -1.346 -4.104  0.081
C30 0.823 -2.304 -5.081  -0.301
C31 2.035 -2.292 -5.762  -0.777
C32 2.988 -1.317 -5.477  -0.513
C33 2.724 -0.361 -4.507  -0.643
C34 1.510 -0.380 -3.824  -0.251
H33 -2.085 -2.056 -5.269  0.456
H34 -2.086 -0.286 -5.115  0.398
H35 -3.259 -1.257 -4.199  0.313
H36 -1.133 -3.740 -3.537  0.401
H37 -2.259 -3.193 -2.268  0.452
H38 -0.537 -3.308 -1.907  -0.029
H39 0.095 -3.074 -5.319  0.199
H40 2.239 -3.048 -6.514  0.383
H41 3.935 -1.310 -6.006  0.381
H42 3.464 0.397 -4.269  0.518
H43 1.320 0.354 -3.048  0.390
F1 -6.209 -1.928 4.285  -0.348
C35 -5.144 -1.739 3.463  0.509
C36 -5.366 -1.436 2.139  -0.665
C37 -4.250 -1.240 1.314  -0.011
C38 -2.908 -1.334 1.731  -0.685
C39 -2.789 -1.654 3.099  -0.029
C40 -3.870 -1.855 3.973  -0.810
H44 -6.387 -1.354 1.771  0.378
H45 -4.463 -0.999 0.268  0.081
H46 -1.795 -1.750 3.545  0.217
H47 -3.733 -2.097 5.022  0.373

Values from the calculation:
**Energy relative to the best compared isomer or geometry (same formula, charge and spin)**: 0.624 eV
**HOMO**: -4.048 eV
**Multiplicity**: 1
**LUMO energy**: 1.7 eV
**Charge**: -1

---

Record 2
The following is a DFT calculation (ωB97M-V with the def2-TZVPD basis set) of 5 unconnected molecules or ions with the total composition C25H34BClF19N2O12S.

Last column: Mulliken charge in e.
Positions of all 95 atoms, in Å:
C1 0.558 -0.652 -0.440  -1.290
N1 1.989 -0.247 -0.254  -0.289
C2 2.716 -1.534 0.061  -0.905
B1 2.142 0.607 0.889  0.898
O1 1.148 0.643 1.840  -0.536
C3 3.465 1.514 1.156  -0.635
N2 4.621 0.547 1.371  0.044
C4 5.923 1.285 1.537  -0.706
C5 6.120 1.964 0.182  -0.022
Cl1 7.713 2.704 0.121  -0.102
O2 5.166 2.997 0.100  -0.407
C6 3.844 2.489 0.020  -0.544
S1 2.772 3.967 -0.226  1.504
O3 2.424 4.005 -1.598  -0.704
O4 3.523 5.128 0.090  -0.559
C7 1.263 4.054 0.861  0.344
F1 1.086 5.325 1.060  -0.222
F2 1.412 3.515 2.069  -0.258
C8 -0.061 3.551 0.165  0.790
F3 0.153 2.543 -0.655  -0.240
F4 -0.463 4.566 -0.584  -0.275
C9 -1.224 3.298 1.153  0.521
F5 -1.512 4.347 1.860  -0.262
F6 -2.275 3.011 0.410  -0.243
F7 -1.020 2.276 1.945  -0.188
H1 0.187 -1.215 0.396  0.632
H2 -0.073 0.185 -0.724  0.144
H3 0.565 -1.328 -1.295  0.503
H4 2.077 -2.392 -0.112  0.213
H5 2.946 -1.555 1.140  0.332
H6 3.650 -1.628 -0.498  0.258
H7 1.571 0.828 2.690  0.302
H8 3.416 2.092 2.083  0.514
H9 4.459 -0.087 2.151  0.415
H10 4.728 0.050 0.481  0.224
H11 5.866 2.014 2.337  0.399
H12 6.683 0.528 1.716  0.463
H13 6.004 1.250 -0.644  0.407
H14 3.802 1.923 -0.921  0.519
C10 -4.903 -5.103 1.062  -1.208
C11 -4.401 -4.998 -0.361  -0.167
O5 -3.165 -4.249 -0.426  -0.295
C12 -2.067 -4.909 -0.099  0.074
O6 -1.998 -6.051 0.243  -0.529
C13 -0.850 -3.989 -0.260  1.274
F8 -1.053 -2.773 0.290  -0.340
F9 -0.555 -3.791 -1.556  -0.275
F10 0.244 -4.499 0.318  -0.275
H15 -5.001 -4.111 1.507  0.374
H16 -5.865 -5.594 1.092  0.398
H17 -4.210 -5.667 1.686  0.296
H18 -5.117 -4.450 -0.969  0.351
H19 -4.271 -5.978 -0.817  0.296
C14 -4.792 3.478 -1.027  -0.956
C15 -5.699 4.001 -2.122  -0.398
O7 -6.287 2.921 -2.868  -0.312
C16 -7.329 2.319 -2.300  0.340
O8 -7.804 2.596 -1.240  -0.504
C17 -7.866 1.224 -3.231  0.894
F11 -6.874 0.462 -3.723  -0.247
F12 -8.518 1.765 -4.273  -0.249
F13 -8.715 0.419 -2.592  -0.235
H20 -4.039 2.809 -1.445  0.308
H21 -4.294 4.302 -0.519  0.358
H22 -5.356 2.908 -0.289  0.333
H23 -5.122 4.583 -2.837  0.343
H24 -6.476 4.653 -1.723  0.331
C18 -3.151 -11.697 -0.950  -1.106
C19 -4.423 -11.919 -0.160  -0.211
O9 -4.765 -10.755 0.618  -0.317
C20 -5.358 -9.768 -0.040  0.237
O10 -5.627 -9.759 -1.204  -0.512
C21 -5.693 -8.628 0.930  1.054
F14 -4.657 -8.328 1.729  -0.257
F15 -6.724 -8.953 1.723  -0.275
F16 -6.030 -7.509 0.271  -0.256
H25 -2.339 -11.394 -0.287  0.304
H26 -2.862 -12.608 -1.471  0.375
H27 -3.278 -10.904 -1.687  0.317
H28 -4.280 -12.726 0.556  0.321
H29 -5.255 -12.200 -0.805  0.318
C22 5.374 7.589 1.576  -1.083
C23 5.786 7.695 0.123  -0.135
O11 6.960 8.514 -0.034  -0.342
C24 8.100 7.903 0.248  0.361
O12 8.193 6.769 0.620  -0.529
C25 9.288 8.840 -0.006  0.874
F17 9.077 10.057 0.517  -0.242
F18 9.496 8.993 -1.325  -0.254
F19 10.410 8.356 0.530  -0.236
H30 5.234 8.580 2.009  0.356
H31 4.446 7.027 1.667  0.276
H32 6.141 7.087 2.167  0.290
H33 4.998 8.180 -0.449  0.379
H34 5.953 6.714 -0.321  0.274

Values from the calculation:
**HOMO**: -12.709 eV
**Multiplicity**: 1
**LUMO energy**: -3.8 eV
**Charge**: +1

---

Record 3
The following is a DFT calculation (ωB97M-V with the def2-TZVPD basis set) of 2 unconnected molecules or ions with the total composition C14H22N5O3.

Last column: natural (NBO) charge in e.
Positions of all 44 atoms, in Å:
C1 1.011 -2.669 -0.725  -0.263
O1 1.303 -1.259 -0.832  -0.521
C2 0.059 -0.596 -0.655  -0.058
C3 0.146 0.949 -0.847  -0.439
C4 -1.091 1.726 -0.259  -0.395
C5 -2.323 1.803 -1.220  -0.392
C6 -2.977 0.370 -1.389  -0.445
C7 -4.531 0.391 -1.573  -0.247
N1 -5.266 -0.410 -0.546  0.098
N2 -4.793 -1.218 0.321  0.080
N3 -5.775 -1.762 1.033  -0.193
C8 -6.912 -1.224 0.528  0.215
N4 -6.607 -0.355 -0.486  -0.316
H1 1.185 -3.208 -1.680  0.196
H2 -0.052 -2.826 -0.406  0.164
H3 1.641 -3.079 0.095  0.203
H4 -0.344 -0.776 0.383  0.160
H5 -0.651 -1.011 -1.423  0.156
H6 0.388 1.242 -1.897  0.213
H7 1.027 1.289 -0.239  0.230
H8 -1.410 1.156 0.651  0.197
H9 -0.804 2.756 0.036  0.230
H10 -2.087 2.204 -2.233  0.219
H11 -3.112 2.467 -0.781  0.194
H12 -2.537 -0.066 -2.319  0.239
H13 -2.627 -0.263 -0.549  0.253
H14 -4.750 -0.120 -2.545  0.247
H15 -4.945 1.420 -1.647  0.246
H16 -7.939 -1.460 0.849  0.271
H17 -7.247 0.186 -1.066  0.477
C9 6.451 1.395 2.379  -0.179
C10 5.103 1.605 2.639  -0.210
C11 4.145 0.818 2.017  -0.219
C12 4.549 -0.178 1.140  0.091
C13 5.891 -0.390 0.868  -0.211
C14 6.845 0.401 1.492  -0.205
N5 3.538 -1.030 0.498  0.508
O2 2.370 -0.812 0.736  -0.351
O3 3.931 -1.919 -0.244  -0.406
H18 7.198 2.007 2.871  0.223
H19 4.799 2.381 3.330  0.223
H20 3.097 0.988 2.226  0.238
H21 6.207 -1.164 0.181  0.250
H22 7.897 0.242 1.289  0.226

Values from the calculation:
**Energy relative to the best compared isomer or geometry (same formula, charge and spin)**: 10.452 eV
**HOMO**: -10.330 eV
**Multiplicity**: 1
**LUMO energy**: -4.6 eV
**Charge**: +1

---

Record 4
The following is a DFT calculation (ωB97M-V with the def2-TZVPD basis set) of 3 unconnected molecules or ions with the total composition C3H12NO3S.

Last column: natural (NBO) charge in e.
Positions of all 20 atoms, in Å:
C1 0.141 -0.070 0.075  -0.258
C2 0.807 -1.422 -0.092  -0.559
S1 2.363 -1.568 0.698  -0.052
N1 -1.173 -0.125 -0.710  -0.734
C3 -1.803 1.384 -0.578  0.152
O1 -1.030 2.182 -1.217  -0.905
H1 0.705 0.863 -0.239  0.216
H2 -0.012 0.207 1.140  0.194
H3 0.115 -2.181 0.423  0.255
H4 0.874 -1.644 -1.098  0.201
H5 3.191 -0.857 -0.049  0.109
H6 -0.936 -0.241 -1.677  0.346
H7 -1.974 1.698 0.457  0.101
H8 -2.664 1.293 -1.148  0.105
H9 0.324 2.565 -0.390  0.502
H10 0.573 3.891 0.343  0.447
O2 0.994 3.025 0.308  -1.042
H11 -2.116 -1.510 -0.059  0.504
H12 -2.686 -1.594 1.384  0.449
O3 -2.446 -2.192 0.695  -1.032

Values from the calculation:
**Energy relative to the best compared isomer or geometry (same formula, charge and spin)**: 1.315 eV
**HOMO**: -4.008 eV
**Multiplicity**: 1
**LUMO energy**: 3.2 eV
**Charge**: -1

---

no.,E (eV)
1,-69431.78992
2,-129686.21414
3,-28453.72500
4,-21773.23291